No. 1
{
  "formula": "C42H51BiN11O10S2Te",
  "method": "ωB97M-V with the def2-TZVPD basis set",
  "orbital_gap_ev": [2.28, 4.37],
  "multiplicity": 2,
  "lumo_energy_ev": [2.774, 2.774],
  "charge": -2,
  "s2": 0.780,
  "e_homo_ev": [0.50, -1.60],
  "symbols": ["Bi", "O", "C", "O", "C", "C", "C", "C", "C", "C", "O", "N", "O", "O", "N", "O", "O", "H", "H", "C", "C", "N", "N", "C", "S", "N", "N", "H", "H", "H", "H", "H", "H", "N", "N", "C", "O", "O", "H", "H", "H", "S", "C", "N", "C", "C", "C", "N", "H", "H", "H", "H", "H", "H", "H", "H", "C", "C", "C", "C", "H", "H", "H", "H", "H", "H", "H", "H", "H", "C", "C", "C", "C", "C", "C", "Te", "N", "C", "O", "C", "C", "C", "C", "C", "C", "C", "C", "C", "C", "C", "C", "C", "C", "C", "C", "H", "H", "H", "H", "H", "H", "H", "H", "H", "H", "H", "H", "H", "H", "H", "H", "H", "H", "H", "H", "H", "H", "H"],
  "coordinates": [[1.291, 0.572, 0.764], [4.914, -1.223, 2.373], [4.105, -0.730, 1.591], [2.875, -0.496, 1.930], [4.651, -0.501, 0.279], [5.919, -0.963, 0.095], [6.592, -0.627, -1.129], [6.023, 0.064, -2.198], [4.648, 0.444, -1.975], [3.856, -0.024, -0.856], [2.511, 0.048, -0.921], [4.057, 1.268, -2.917], [3.197, 2.119, -2.539], [4.476, 1.180, -4.051], [7.884, -1.179, -1.217], [8.114, -1.844, -2.256], [8.688, -1.054, -0.289], [6.492, -1.569, 0.788], [6.450, 0.202, -3.225], [4.322, 0.874, 5.031], [3.381, -0.114, 5.634], [2.452, 0.247, 6.454], [1.691, -0.919, 6.667], [2.226, -1.985, 6.048], [1.949, -3.617, 6.182], [3.299, -1.436, 5.372], [4.249, -2.224, 4.794], [4.222, 0.964, 3.978], [5.422, 0.689, 5.206], [4.092, 1.831, 5.501], [0.801, -0.807, 7.197], [3.947, -3.194, 4.896], [4.493, -1.721, 3.862], [0.398, 2.213, 2.784], [1.380, 3.226, 2.835], [2.133, 3.466, 1.682], [2.567, 4.609, 1.454], [2.326, 2.476, 0.888], [-0.492, 2.633, 2.567], [0.335, 1.804, 3.727], [1.014, 4.117, 3.175], [-0.998, 4.985, 2.365], [-1.320, 5.270, 4.069], [-0.373, 5.946, 4.754], [-0.745, 6.775, 5.897], [-2.228, 6.779, 6.159], [-2.886, 5.373, 5.932], [-2.536, 4.956, 4.637], [0.386, 6.285, 4.155], [-0.403, 7.838, 5.758], [-0.207, 6.413, 6.734], [-2.745, 7.505, 5.479], [-2.479, 7.223, 7.127], [-3.935, 5.434, 5.895], [-2.609, 4.560, 6.603], [-3.134, 4.471, 3.947], [-5.527, -1.764, -4.353], [-5.106, -1.711, -2.838], [-6.252, -1.449, -1.848], [-4.052, -0.721, -2.560], [-4.523, -1.667, -4.875], [-6.171, -0.970, -4.676], [-6.008, -2.692, -4.535], [-4.628, -2.724, -2.620], [-6.240, -0.414, -1.410], [-6.238, -2.063, -0.889], [-7.156, -1.716, -2.327], [-3.980, -0.530, -1.474], [-4.093, 0.242, -3.067], [-2.952, -6.882, 0.383], [-2.635, -5.637, -0.425], [-2.543, -4.445, 0.201], [-2.380, -3.179, -0.402], [-2.617, -1.995, 0.530], [-2.034, -3.144, -1.803], [-1.815, -1.215, -2.742], [-0.921, -0.133, -1.215], [-1.034, 1.177, -1.210], [-0.311, 1.913, -0.395], [-1.755, 1.901, -2.278], [-2.656, 2.933, -1.895], [-3.193, 3.733, -2.891], [-2.775, 3.636, -4.240], [-1.867, 2.711, -4.549], [-1.446, 1.788, -3.599], [0.185, -1.548, -4.035], [0.120, -1.051, -5.361], [1.265, -0.836, -6.097], [2.558, -0.999, -5.522], [2.634, -1.525, -4.232], [1.425, -1.943, -3.509], [1.438, -2.662, -2.171], [-2.133, -4.380, -2.482], [-1.693, -4.466, -3.936], [-2.428, -5.592, -1.825], [-3.471, -6.725, 1.318], [-2.026, -7.404, 0.625], [-3.536, -7.561, -0.280], [-2.403, -4.528, 1.285], [-3.436, -1.431, 0.105], [-1.762, -1.341, 0.728], [-3.115, -2.345, 1.400], [-2.913, 2.938, -0.804], [-3.978, 4.390, -2.575], [-3.138, 4.361, -5.005], [-1.288, 2.636, -5.435], [-0.821, 1.037, -3.996], [-0.845, -0.818, -5.805], [1.251, -0.567, -7.144], [3.483, -0.758, -6.141], [3.543, -1.705, -3.703], [2.451, -3.134, -2.142], [0.716, -3.481, -2.187], [1.195, -2.047, -1.325], [-1.690, -5.522, -4.186], [-0.654, -4.147, -4.024], [-2.291, -4.010, -4.733], [-2.474, -6.445, -2.496]],
  "forces_ev_per_angstrom": [[0.4067, 0.0745, -0.4923], [0.2434, -0.2609, 2.0518], [-0.2382, -0.7205, -0.1991], [-0.1718, 0.5352, 0.1522], [-3.7517, 0.4946, -1.9081], [3.5507, 0.8228, -2.7297], [-1.8685, 0.0546, 1.4909], [-0.5976, -0.5741, -0.0323], [-0.5683, -0.4665, 0.4383], [1.4833, 0.8917, 0.6650], [1.2434, 0.1836, 0.8696], [-1.2733, 0.2461, 2.5254], [0.1815, -0.4382, -0.4823], [0.9366, 0.4097, -3.0850], [1.5469, -1.7091, -1.3467], [0.4072, 0.9785, 1.3013], [-0.5960, -0.1262, -0.8368], [-0.4453, 0.4282, 0.1214], [-0.2695, -0.0901, 1.4941], [1.4159, 0.0410, 1.3624], [0.5612, 0.2733, -0.2179], [-1.9031, -0.2129, 0.2578], [-0.3234, 1.6458, 0.7509], [0.9215, 0.6917, -0.1528], [-0.5765, -0.4535, 0.0658], [-1.2254, -0.9969, 0.9548], [1.2188, 1.1705, -0.8341], [-0.3768, -0.0930, -1.0157], [-1.1915, -0.2670, 0.0112], [-0.0461, -0.0130, -0.1415], [1.5263, -0.6232, -0.8049], [0.0119, 0.3740, -0.6777], [-0.1649, -1.7246, 0.3683], [0.7152, -0.5430, 0.9534], [0.1874, 0.3867, 0.6646], [0.3821, 1.8824, -1.0266], [-0.5435, -1.4864, 1.0301], [0.0095, -1.2869, -0.3365], [-0.4549, 0.1779, -0.2808], [0.0863, 0.1019, -0.6226], [0.2030, -0.4560, -0.2097], [-1.1970, 0.3842, 1.8623], [-0.5590, -0.0311, -2.5877], [-0.6716, 0.3898, 0.0328], [0.3852, 1.1261, -0.2106], [-1.6098, 0.1194, -0.3827], [0.8691, 0.6361, 0.5573], [2.4733, -0.4111, -3.2983], [-0.4590, -0.3446, 0.2877], [-0.2354, -0.9734, -0.1543], [0.4567, -0.3668, 1.1048], [0.4657, -0.8360, 0.0687], [0.3495, -0.4947, 0.2387], [-1.4870, 0.3551, 0.5955], [0.1754, 0.4545, 0.7701], [0.3458, 0.5776, 1.0094], [2.5142, 0.5549, 1.2957], [0.0174, -1.1355, 0.0604], [0.3264, -0.3609, 1.8785], [1.3812, 0.9758, 2.3807], [-1.3815, -0.3594, 0.0459], [-0.3101, 0.6824, 0.0113], [-0.3309, -0.9564, -0.4983], [-0.8510, 0.7965, -0.2190], [-0.2451, -0.7054, -1.0665], [0.3961, 0.2700, -1.2013], [-1.4627, 0.1111, -0.3180], [-0.7311, 0.4026, -0.3054], [-0.1359, 0.0143, -0.2226], [0.3660, -0.6970, -1.5669], [-0.1233, -0.7604, -1.6972], [0.7356, 1.5286, 1.3974], [0.7914, -0.4728, -0.6598], [-0.0155, -0.0943, -1.1991], [-1.4755, -0.0179, 2.3674], [0.3501, 0.2383, -2.3344], [-0.4824, -0.8918, -0.1078], [1.9236, -0.2083, -0.1139], [-1.6869, -1.1140, -1.0318], [-0.9832, 1.8646, 1.0245], [0.3844, -1.1086, 0.0391], [-0.3033, -0.4290, 0.4441], [-1.5986, 2.2962, 0.4955], [1.2001, -1.4847, 0.2452], [0.2266, 0.1546, -0.2601], [1.1846, -0.8345, 0.3269], [-0.0166, -0.2132, 1.1562], [1.5635, -0.1964, 0.1136], [-0.1323, -0.2381, -0.2673], [-2.1524, -1.0289, 0.7417], [0.4379, 1.9289, -1.3911], [1.4477, -0.9258, -1.4974], [0.8169, 0.4163, -0.4812], [0.0586, -0.8684, 0.0829], [-0.2682, 0.7107, 0.1284], [-0.2423, 0.3756, -0.0054], [0.0791, -0.1107, 0.0031], [0.2414, 0.2764, 0.6665], [-0.7771, 0.5326, -0.0952], [0.1317, 0.6702, -0.4261], [-0.2394, -0.2449, -0.0969], [0.2194, -0.5665, 1.2198], [0.0550, 0.5897, -1.2388], [-0.2355, 0.6154, -0.2086], [0.2400, -0.5758, 0.7875], [-0.2559, 0.1709, -1.2254], [1.1156, -0.7083, 0.1074], [-0.2358, 0.0356, -0.0036], [-0.3388, 0.2605, -0.1198], [-1.3528, -0.2610, 1.1608], [0.8437, 0.0876, -0.0380], [-0.6680, 0.3837, 0.8179], [-0.0486, -0.0326, -0.0914], [0.2824, 0.4354, 0.3253], [0.0468, -0.2813, -0.1919], [-0.1061, 0.3461, -0.1020], [-0.0655, 0.4746, 0.5272], [-0.0797, -0.2254, 0.4409]]
}

---

No. 2
{
  "formula": "C42H51ClNO4PPt",
  "method": "ωB97M-V with the def2-TZVPD basis set",
  "orbital_gap_ev": [7.07, 7.07],
  "multiplicity": 1,
  "lumo_energy_ev": [-0.934, -0.931],
  "e_homo_ev": [-8.00, -8.01],
  "symbols": ["Pt", "C", "C", "C", "C", "C", "C", "C", "C", "C", "C", "C", "C", "C", "C", "C", "N", "H", "H", "H", "H", "H", "H", "H", "H", "H", "H", "O", "P", "C", "C", "C", "C", "C", "C", "C", "C", "C", "C", "C", "C", "C", "C", "C", "C", "C", "C", "H", "H", "H", "H", "H", "H", "H", "H", "H", "H", "H", "H", "H", "H", "H", "H", "H", "H", "H", "H", "H", "H", "H", "H", "H", "H", "H", "H", "H", "H", "H", "H", "H", "C", "C", "C", "C", "Cl", "C", "C", "C", "O", "C", "C", "O", "O", "H", "H", "H", "H", "H", "H", "H", "H"],
  "coordinates": [[0.910, -2.457, -0.691], [5.227, -2.342, -1.253], [5.703, -2.188, 0.039], [4.819, -2.203, 1.099], [3.446, -2.342, 0.886], [2.938, -2.475, -0.433], [3.866, -2.492, -1.475], [2.483, -2.317, 1.987], [2.816, -2.203, 3.360], [1.827, -2.141, 4.299], [0.473, -2.214, 3.916], [-0.608, -2.207, 4.820], [-1.891, -2.334, 4.359], [-2.143, -2.462, 2.983], [-1.121, -2.453, 2.077], [0.209, -2.346, 2.527], [1.212, -2.390, 1.636], [5.920, -2.338, -2.083], [6.760, -2.052, 0.217], [5.209, -2.103, 2.100], [3.524, -2.611, -2.497], [3.847, -2.170, 3.666], [2.059, -2.047, 5.349], [-0.409, -2.115, 5.879], [-2.724, -2.335, 5.049], [-3.155, -2.584, 2.637], [-1.303, -2.544, 1.014], [0.911, 0.030, -0.606], [1.049, 1.498, -0.761], [1.081, 2.270, 0.950], [0.691, 3.743, 1.072], [-0.806, 3.964, 1.264], [-1.305, 3.162, 2.458], [-1.082, 1.677, 2.196], [0.400, 1.382, 1.995], [-0.306, 2.208, -1.843], [-0.013, 2.080, -3.339], [-0.037, 0.632, -3.825], [-1.276, -0.120, -3.315], [-2.279, 0.826, -2.666], [-1.624, 1.506, -1.469], [2.686, 1.828, -1.600], [3.104, 3.275, -1.859], [3.899, 3.899, -0.716], [5.108, 3.034, -0.382], [4.638, 1.663, 0.091], [3.801, 0.974, -0.983], [2.156, 2.197, 1.153], [1.034, 4.298, 0.196], [1.204, 4.157, 1.946], [-1.350, 3.647, 0.374], [-0.997, 5.029, 1.414], [-2.364, 3.361, 2.629], [-0.757, 3.463, 3.355], [-1.644, 1.380, 1.311], [-1.452, 1.083, 3.035], [0.531, 0.339, 1.698], [0.912, 1.523, 2.952], [-0.366, 3.275, -1.614], [0.948, 2.538, -3.580], [-0.771, 2.655, -3.879], [0.860, 0.113, -3.481], [-0.019, 0.639, -4.917], [-0.962, -0.850, -2.567], [-1.750, -0.672, -4.126], [-3.147, 0.262, -2.320], [-2.633, 1.570, -3.384], [-1.404, 0.722, -0.739], [-2.329, 2.209, -1.017], [2.472, 1.363, -2.572], [2.226, 3.887, -2.076], [3.741, 3.286, -2.750], [3.277, 4.001, 0.172], [4.222, 4.900, -1.013], [5.709, 3.512, 0.394], [5.731, 2.918, -1.271], [4.068, 1.775, 1.014], [5.495, 1.025, 0.321], [3.350, 0.066, -0.576], [4.479, 0.669, -1.784], [-5.600, -2.007, 1.661], [-5.591, -1.712, 0.190], [-6.524, -0.838, -0.341], [-6.561, -0.594, -1.704], [-7.745, 0.498, -2.335], [-5.668, -1.216, -2.558], [-4.717, -2.078, -2.038], [-4.663, -2.329, -0.669], [-3.750, -3.156, -0.089], [-3.095, -4.098, -0.906], [-1.905, -3.563, -1.795], [-1.855, -3.963, -2.941], [-1.128, -2.769, -1.198], [-6.615, -1.987, 2.055], [-5.016, -1.264, 2.205], [-5.179, -2.992, 1.839], [-7.227, -0.347, 0.315], [-5.698, -1.022, -3.619], [-4.008, -2.545, -2.706], [-3.801, -4.601, -1.577], [-2.663, -4.826, -0.214]],
  "forces_ev_per_angstrom": [[1.8738, -0.5238, 1.7221], [-0.1009, -0.0663, 0.1100], [0.1471, 0.0469, -0.0339], [-0.2191, -0.0699, 0.0169], [0.0371, -0.0736, -0.4238], [-0.9664, 0.5168, 0.2148], [-0.4279, -0.1235, -0.1310], [-0.2732, 0.0927, 0.1332], [-0.1167, 0.0388, 0.1382], [0.0353, -0.0295, -0.1808], [0.0546, -0.0892, -0.5252], [-0.2299, 0.0239, 0.0372], [0.1272, 0.0587, 0.2516], [0.1238, -0.0124, -0.1493], [-0.1149, -0.0337, -0.0447], [-0.5388, 0.0142, 0.7129], [0.3200, -0.1630, -2.1556], [-0.0218, -0.0182, -0.0823], [0.0652, -0.0293, 0.0304], [0.0242, 0.0484, 0.1367], [-0.1141, 0.0526, -0.0402], [0.1521, 0.0420, -0.0065], [0.1381, -0.0021, 0.1274], [0.0350, 0.0170, 0.0659], [0.0226, -0.0142, 0.0667], [-0.1106, 0.0300, -0.1038], [-0.0958, -0.0160, -0.0679], [-0.2060, -1.1033, -0.0197], [0.3126, 1.3824, -0.2200], [0.2887, -0.2154, -0.4681], [-0.1068, 0.0708, -0.2071], [0.1244, 0.0787, 0.2606], [-0.2100, -0.1423, -0.2498], [0.1464, 0.0720, 0.2385], [-0.1758, -0.2620, -0.0523], [0.6676, 0.1426, 0.4584], [0.2523, -0.0750, -0.0607], [-0.0362, 0.1034, -0.1282], [-0.0850, -0.0729, 0.0006], [0.0670, -0.1592, 0.0930], [-0.3137, -0.0863, 0.0956], [-0.5994, -0.1757, 0.0317], [-0.1716, 0.1317, 0.1441], [0.2067, -0.0337, -0.2316], [-0.1748, 0.0127, 0.3378], [0.1378, 0.0327, -0.2265], [-0.0260, -0.1609, 0.3058], [-0.1051, 0.0216, -0.0832], [0.1080, 0.1104, 0.0112], [0.0635, 0.0495, -0.0567], [-0.0959, 0.0378, -0.0990], [-0.0099, -0.0158, -0.0933], [-0.0073, 0.0307, 0.0688], [-0.0098, 0.0518, 0.1029], [-0.1063, -0.0628, -0.0576], [-0.0321, -0.0694, -0.0522], [0.0643, 0.0119, 0.1231], [0.0521, 0.0238, 0.0106], [0.0404, 0.0437, 0.1034], [-0.0221, 0.0900, -0.0557], [0.0566, 0.0094, 0.0481], [0.0721, -0.0067, -0.0924], [0.1062, -0.0380, 0.0247], [-0.1583, -0.0272, -0.0424], [0.0190, -0.0929, -0.0076], [-0.0237, 0.0618, -0.0318], [-0.0952, -0.0031, -0.0201], [-0.2179, -0.0208, 0.0478], [0.0984, -0.0207, 0.0669], [-0.0625, 0.0618, 0.0779], [-0.0046, 0.0626, -0.1434], [-0.0599, 0.0464, -0.0544], [-0.0526, 0.0793, 0.1047], [-0.0706, 0.0260, 0.0591], [0.0911, 0.0210, -0.0451], [0.1089, 0.0256, -0.0561], [0.0265, -0.0020, 0.1043], [-0.0341, -0.0266, 0.0642], [0.1620, -0.0162, -0.1293], [-0.0159, -0.0428, -0.0539], [0.0262, -0.0336, -0.0416], [0.1494, -0.1704, -0.0861], [0.1364, -0.0310, -0.1763], [0.2093, -0.1444, -0.0168], [-0.2027, 0.2000, -0.1394], [-0.1183, 0.1291, 0.1471], [0.1818, -0.1758, 0.1918], [-0.2587, 0.2409, -0.0604], [-0.1148, 0.2773, 0.3070], [0.5977, -0.1834, -0.7043], [-1.5028, -0.7766, 0.2875], [0.3274, -0.1192, -0.4187], [0.8077, 1.0782, 0.7899], [-0.0323, 0.0399, -0.0128], [0.0842, -0.0210, 0.0981], [0.0270, -0.0381, 0.1294], [-0.1038, 0.0075, 0.0146], [-0.0397, 0.0239, -0.0721], [0.0380, -0.0662, -0.0627], [0.0495, 0.0712, 0.1455], [-0.0711, 0.0141, -0.0846]]
}

---

Ordered relative energy (zero: lowest compared OMol25 entry of this formula, charge and spin) results: 0.478 1.953; unit eV.
Ordered electronic energy results: -116040.693 -79121.572; unit eV.